P | DFT (ωB97M-V/def2-TZVPD) results for a 10-piece molecular cluster, C60H150N10O20 overall.

```
240
Properties=species:S:1:pos:R:3:lowdin_charge:R:1
C 24.37 9.40 -15.96 -0.2131
H 29.10 12.80 -18.02 0.0786
H 27.55 14.94 2.31 0.0770
H 30.68 18.19 -21.52 0.0870
H 34.67 11.90 -6.76 0.0810
H 34.84 10.18 -7.02 0.0952
C 38.43 11.65 -5.92 -0.2631
C 26.65 13.94 -0.79 -0.2387
H 34.89 13.61 -11.06 0.0872
H 41.45 15.62 -8.54 0.0880
O 34.83 14.46 -4.92 -0.1786
O 28.70 11.77 -14.91 -0.2187
H 30.73 7.22 -7.38 0.1207
C 40.34 10.26 -5.85 -0.0900
H 35.57 16.24 -8.52 0.1098
H 30.45 10.98 -5.72 0.0837
O 39.02 10.44 -6.41 -0.1702
H 30.04 9.40 -19.04 0.1092
C 31.00 11.77 -5.19 -0.0346
H 29.37 13.25 -12.49 0.1183
H 36.60 12.51 -5.75 0.1068
H 30.78 9.41 -11.31 0.1054
H 27.69 18.00 -15.16 0.1033
H 33.51 7.39 -24.47 0.0839
H 20.69 17.75 -4.84 0.0724
O 30.02 13.08 -9.59 -0.2217
H 20.94 8.83 -18.54 0.1122
H 30.33 7.55 -9.41 0.1274
H 33.76 9.42 -11.91 0.1180
H 25.51 6.06 -9.57 0.0904
H 28.05 12.63 -1.26 0.1101
H 25.59 14.19 -0.89 0.1179
H 30.06 10.47 -13.97 0.1303
O 32.55 10.83 -12.79 -0.2177
C 31.55 9.57 -20.40 -0.1753
H 37.02 10.41 -7.79 0.1015
C 33.23 8.30 -25.00 -0.0952
H 34.04 15.51 -6.40 0.1189
H 27.64 13.05 -11.01 0.1006
H 26.80 9.90 -8.94 0.0804
H 28.02 15.14 -9.02 0.0752
C 38.29 16.57 -8.73 -0.1772
H 26.43 12.03 -3.40 0.1028
H 20.52 18.33 -3.19 0.0884
H 33.00 11.58 -14.69 0.0810
C 32.77 8.46 -5.73 -0.0553
H 28.31 14.37 -3.42 0.1122
H 31.76 10.58 -10.36 0.1004
C 29.82 11.53 -14.01 -0.1822
C 20.34 8.53 -17.68 -0.2465
C 22.89 18.75 -4.57 -0.2534
H 28.86 18.76 -17.14 0.1109
H 40.87 11.18 -5.60 0.0842
H 28.98 18.74 -21.35 0.0858
H 34.12 9.19 -21.68 0.1122
C 28.23 16.16 -8.70 -0.1088
O 26.23 8.01 -9.05 -0.1978
N 35.94 16.36 -7.58 -0.0698
H 28.94 13.70 -15.81 0.0771
C 22.69 4.16 -10.00 -0.1746
H 19.32 8.85 -17.91 0.1118
H 28.21 16.41 -15.42 0.1026
C 20.65 9.25 -16.32 -0.1756
H 20.71 10.33 -16.47 0.1142
H 21.74 1.28 -8.45 0.0781
C 28.95 12.18 -9.50 -0.2082
H 21.91 4.73 -9.50 0.1037
H 32.77 9.91 -14.77 0.0829
C 36.98 11.51 -5.94 -0.2278
C 37.22 17.06 -7.70 -0.1779
H 31.55 12.11 -8.37 0.0708
O 31.99 8.89 -6.92 -0.2007
H 32.45 7.22 -7.71 0.1188
H 33.29 7.51 -5.80 0.0800
H 30.31 11.85 -17.13 0.0762
H 29.63 16.33 -19.89 0.1235
C 33.19 10.67 -14.11 -0.0784
O 33.52 9.46 -24.18 -0.1779
H 32.32 8.85 -12.80 0.1134
H 28.51 15.90 -17.96 0.1195
H 30.29 19.73 -20.82 0.0855
C 22.19 2.27 -8.39 -0.0728
C 31.03 8.29 -9.02 -0.2518
H 30.51 16.78 -15.25 0.1062
C 32.68 9.51 -23.03 -0.2703
H 27.88 11.26 -12.61 0.0947
H 30.60 13.48 -7.62 0.0735
H 36.97 18.07 -8.02 0.1048
H 22.51 18.56 -5.58 0.0933
H 34.18 13.88 -6.92 0.0943
H 28.11 16.84 -9.54 0.0730
H 32.95 13.91 -4.34 0.0819
H 26.72 8.65 -16.37 0.0769
H 24.79 18.76 -6.58 0.0984
H 22.94 10.59 -16.51 0.1327
H 35.31 10.59 -9.52 0.1190
C 24.50 18.66 -4.57 -0.1677
C 26.64 9.57 -16.95 -0.0785
H 34.20 13.33 -3.28 0.0861
H 29.41 18.08 -11.83 0.0840
H 24.37 9.13 -8.73 0.1166
H 27.35 10.33 -16.62 0.0531
H 40.82 16.91 -9.59 0.0845
C 40.56 16.01 -9.02 -0.1462
O 25.28 10.08 -16.90 -0.1873
H 26.52 16.83 -5.06 0.1123
C 27.00 12.66 -1.57 -0.2261
H 29.88 12.80 -2.96 0.1203
C 23.00 9.50 -16.47 -0.2771
H 34.26 10.48 -14.16 0.0888
O 20.32 7.17 -17.41 -0.2030
H 33.69 10.60 -9.13 0.0939
C 35.99 15.05 -7.02 -0.2190
C 31.55 7.83 -7.76 -0.2588
C 29.69 11.88 -18.02 -0.0664
C 28.32 13.13 -15.13 -0.1012
H 32.64 11.35 -20.53 0.0887
H 28.16 17.27 -19.75 0.1246
C 24.78 8.28 -9.26 -0.1826
H 21.44 2.97 -8.01 0.0807
C 20.98 17.55 -3.81 -0.0745
C 31.75 9.62 -10.86 -0.1581
H 24.81 3.96 -9.73 0.1101
H 38.54 17.37 -9.43 0.1090
H 31.83 13.85 -8.73 0.0829
H 25.98 16.05 -7.19 0.1179
H 28.30 18.73 -13.06 0.0824
H 27.58 13.63 -4.74 0.1163
H 22.92 7.35 -9.16 0.1127
C 30.87 10.10 -19.09 -0.2540
H 28.02 13.66 -14.23 0.0799
H 27.32 13.01 -15.54 0.0925
H 26.20 15.52 1.30 0.0812
H 27.96 15.67 0.80 0.0783
H 32.15 7.62 -10.47 0.1157
H 26.44 9.43 -10.51 0.0709
H 30.23 18.44 -14.77 0.1124
H 38.85 12.19 -5.08 0.1249
H 27.03 11.49 -10.68 0.0892
H 34.21 10.87 -22.22 0.1212
C 27.19 15.07 1.29 -0.0634
H 38.68 12.47 -6.60 0.1224
H 24.80 19.71 -4.60 0.1008
H 28.88 11.24 -17.68 0.0520
C 24.01 4.56 -9.28 -0.2065
N 24.84 18.06 -5.86 -0.0808
H 40.91 9.58 -6.49 0.0813
O 34.43 12.47 -9.43 -0.1979
C 31.08 13.09 -8.51 -0.0143
H 37.66 17.20 -6.71 0.1204
H 22.50 19.77 -4.64 0.1078
C 27.91 13.40 -3.73 -0.1774
C 28.66 17.82 -12.58 -0.0932
H 24.45 9.69 -14.92 0.1274
O 29.86 12.71 -4.88 -0.2253
H 32.08 8.26 -4.91 0.0792
C 29.13 16.79 -17.88 -0.2178
C 33.95 13.49 -4.33 -0.1023
H 31.45 9.96 -18.17 0.1166
H 27.84 17.27 -12.12 0.0824
H 36.65 15.16 -6.16 0.1265
N 28.46 17.83 -17.09 -0.0369
H 30.13 16.57 -17.49 0.1175
H 22.72 4.30 -11.08 0.1231
C 28.47 17.44 -15.69 -0.2085
H 29.39 11.21 -9.25 0.0837
C 34.60 11.15 -8.90 -0.1870
H 26.17 17.65 -8.03 0.1169
O 22.41 17.72 -3.76 -0.1918
H 33.94 8.32 -25.82 0.0811
O 27.16 13.78 0.54 -0.2080
C 34.52 12.61 -10.81 -0.1176
C 29.60 12.20 -12.66 -0.1896
H 24.62 8.34 -16.00 0.1113
H 22.20 7.95 -15.86 0.1058
C 35.06 11.16 -7.46 -0.1379
H 31.74 12.30 -5.77 0.0588
C 23.93 7.02 -8.92 -0.2112
C 34.70 14.64 -6.33 -0.2203
H 30.71 12.07 -14.31 0.1022
N 36.59 11.19 -7.32 -0.0491
H 32.23 8.27 -25.42 0.0855
C 26.56 16.97 -7.27 -0.2229
H 31.38 11.37 -4.25 0.0830
C 29.15 12.51 -3.71 -0.2737
H 20.71 16.50 -3.70 0.0888
O 39.53 16.18 -8.10 -0.2108
H 31.78 8.51 -20.33 0.1137
O 29.86 18.34 -19.51 -0.1831
H 30.76 9.66 -21.14 0.1034
C 32.72 9.63 -12.15 -0.2436
N 24.52 5.91 -9.68 -0.0515
C 27.97 12.04 -10.79 -0.1800
H 29.30 16.13 -8.50 0.0900
N 21.93 8.92 -15.74 -0.0622
H 30.51 9.23 -8.87 0.1114
C 26.27 17.55 -5.84 -0.1729
H 26.92 18.41 -5.70 0.1051
O 30.43 11.41 -19.20 -0.1678
N 28.60 11.38 -11.91 -0.0501
H 32.42 8.59 -22.52 0.1021
H 30.62 12.00 -12.34 0.0883
H 20.39 6.20 -19.07 0.0881
H 28.81 11.48 -3.59 0.1227
H 23.07 2.18 -7.76 0.0718
C 29.79 17.45 -14.79 -0.1942
N 32.08 8.49 -9.97 -0.0567
H 22.96 9.00 -17.44 0.1162
H 26.86 9.14 -17.92 0.0804
C 29.96 18.69 -20.88 -0.1158
O 22.42 2.73 -9.79 -0.2280
N 32.82 10.37 -20.65 -0.0451
H 40.21 15.24 -9.72 0.0826
H 38.02 15.66 -9.26 0.1142
H 33.88 12.46 -4.68 0.0584
H 35.12 11.98 -11.46 0.0855
H 24.17 4.19 -8.27 0.1046
H 21.19 5.37 -17.87 0.0847
H 19.80 8.95 -15.71 0.1134
H 23.95 6.90 -7.84 0.1102
H 24.57 8.52 -10.30 0.1105
H 31.72 9.97 -23.27 0.1240
H 24.83 18.11 -3.68 0.1190
N 26.75 12.89 -2.97 -0.0608
O 27.92 16.60 -7.39 -0.1792
H 36.26 14.25 -7.71 0.1144
O 29.34 16.99 -13.52 -0.2234
H 33.44 9.29 -5.49 0.0646
C 33.53 10.07 -21.94 -0.1985
C 26.97 9.07 -9.63 -0.1190
H 40.27 9.66 -4.94 0.0788
C 29.16 17.14 -19.33 -0.2559
H 28.34 12.44 -8.64 0.1063
H 33.50 12.42 -11.16 0.0741
H 28.05 8.99 -9.71 0.0771
H 36.52 10.77 -5.29 0.1226
C 21.13 6.37 -18.29 -0.0794
H 27.15 14.76 -1.29 0.1057
H 22.09 6.81 -18.55 0.0866
H 26.45 11.81 -1.16 0.1250
```

Output
Total charge ... 0
E_HOMO ... -8.25 eV
Frontier orbital gap ... 8.729 eV
LUMO ... 0.5 eV
Structure (SMILES) ... COCCNCCOC.COCCNCCOC.COCCNCCOC.COCCNCCOC.COCCNCCOC.COCCNCCOC.COCCNCCOC.COCCNCCOC.COCCNCCOC.COCCNCCOC
M ... 1331.91 g/mol

***

Q | DFT (ωB97M-V/def2-TZVPD) results for a 10-piece molecular cluster, C60H150N10O20 overall.

```
240
Properties=species:S:1:pos:R:3:lowdin_charge:R:1
C -0.55 5.55 5.64 -0.1894
N -4.88 -0.31 -4.05 -0.0556
N 0.03 5.22 3.32 -0.0581
H 1.44 0.70 0.57 0.0674
C -1.48 -1.15 1.64 -0.1854
H -5.87 -6.17 1.81 0.1102
H -2.64 -0.38 5.73 0.0860
H 1.66 -0.58 -4.83 0.1259
H -3.36 1.16 6.02 0.1041
H 0.30 -1.48 -2.10 0.0989
H 0.03 6.88 4.30 0.1189
H -2.95 -0.78 8.02 0.0945
H 0.39 -6.24 -1.26 0.1088
C -5.21 -6.96 2.17 -0.1817
C -4.99 -0.83 -2.71 -0.2067
H -1.98 -1.54 -8.48 0.1232
C -0.41 -1.52 6.97 -0.1465
C -1.91 1.41 -3.39 -0.1098
C -0.34 1.29 3.01 -0.0767
H -3.88 -0.24 -4.12 0.0829
O -1.08 4.21 5.68 -0.2206
C -4.85 -3.56 -0.60 -0.0907
H -2.08 -5.93 0.15 0.1029
H 1.60 4.29 -6.33 0.1117
H 9.64 4.04 -3.34 0.1195
C -0.67 6.05 4.24 -0.2570
O 2.72 2.64 8.12 -0.1854
H -4.19 2.06 -2.49 0.1032
N -1.55 -6.09 -0.70 -0.0260
H 3.64 4.72 -5.38 0.1058
H -0.03 1.22 1.96 0.0589
H 9.31 1.63 -3.52 0.1038
C -6.10 -8.22 2.44 -0.1505
O 2.72 5.05 -2.65 -0.2034
H 1.88 -1.20 -7.43 0.1123
H -3.74 -10.70 2.02 0.0818
C 0.57 -5.86 0.72 -0.2332
O -1.72 4.09 0.55 -0.1966
H -5.84 1.13 -4.99 0.1073
H -4.47 -7.21 1.42 0.0892
H 8.27 7.84 -4.70 0.0928
H -3.22 2.99 1.32 0.0840
H 0.02 -2.16 7.75 0.1019
H 3.92 3.72 6.81 0.1168
H 3.03 3.19 -8.37 0.0717
C 1.43 2.13 8.33 -0.1386
C -3.77 -5.40 3.48 -0.1942
H -0.13 4.27 3.63 0.0734
N -0.02 -0.28 -7.09 -0.0667
C 7.25 0.96 -3.81 -0.1944
H -5.22 -3.11 -3.01 0.1255
H -0.78 1.09 6.17 0.1044
O -4.46 -4.74 5.60 -0.1811
C -2.78 0.38 6.50 -0.1735
H -6.09 -0.41 8.79 0.1205
H 4.26 3.63 -6.74 0.1067
C 4.54 3.41 -3.40 -0.1415
C 2.19 3.45 -5.97 -0.1348
C 2.90 3.34 6.83 -0.1364
C -1.24 -1.02 -9.09 -0.2173
H 9.02 5.84 -1.54 0.1125
H -6.15 1.33 -3.32 0.1082
H -1.24 -2.08 6.54 0.0665
H 1.13 6.22 -2.53 0.0848
H 0.33 0.66 3.59 0.0740
H -2.15 -4.48 -1.92 0.1023
H 4.05 -2.77 -5.49 0.0853
H -5.26 -3.68 7.15 0.0761
O 6.81 1.79 -4.85 -0.2727
H -4.32 -7.31 4.10 0.1086
C -2.06 -5.57 -1.94 -0.2211
C -2.82 -1.11 -10.87 -0.1344
O 4.22 1.36 1.08 -0.1937
C 8.36 5.43 -2.31 -0.1607
O 0.34 -4.92 1.73 -0.1770
H 1.04 -3.42 2.61 0.0779
H -3.82 4.07 0.16 0.0795
H 0.78 4.85 -3.43 0.0744
C -3.30 -5.06 4.92 -0.2169
O -1.97 -5.57 -4.38 -0.2050
N -4.65 -6.56 3.50 -0.0709
C -1.43 -4.31 -4.81 -0.0784
C -4.18 2.06 -3.58 -0.1957
H -2.96 4.14 6.57 0.0875
H -1.17 1.05 -4.12 0.0926
C 8.88 4.00 -2.56 -0.2378
H -3.39 -0.61 -11.65 0.0878
H -5.41 -1.86 11.11 0.0845
H -1.53 -4.36 -5.90 0.0877
H -3.11 -5.80 -2.11 0.1191
H 0.10 -4.67 -0.89 0.1237
H 3.54 3.59 -1.48 0.0931
H -2.43 -2.01 -11.36 0.0758
H -2.78 -4.10 4.89 0.1075
H 2.40 2.94 -2.66 0.1016
H 0.72 2.96 8.25 0.0794
N -3.62 -0.11 7.65 -0.0341
H -5.00 -4.52 -1.10 0.0805
H -3.09 4.63 4.90 0.0805
H 0.01 0.56 -6.54 0.0916
O -4.83 -2.14 9.25 -0.1798
O -1.81 -0.39 -10.22 -0.1817
H 6.34 0.77 -3.24 0.1139
H -0.77 1.04 -8.67 0.1267
H 3.33 3.89 4.13 0.1031
C 7.88 7.40 -3.78 -0.1488
H -5.22 -10.52 1.25 0.0823
H 3.37 3.20 1.76 0.1220
C -4.36 -4.26 6.91 -0.1102
H -1.02 6.13 6.43 0.1290
C -0.28 5.50 1.92 -0.1973
H -1.94 -2.14 1.59 0.1138
H 0.60 0.11 -8.97 0.0936
H 1.59 -5.90 0.34 0.1255
C 1.55 0.95 -0.48 -0.0874
C 1.31 5.14 -2.53 -0.1260
H -0.17 2.33 3.27 0.0706
H -1.36 1.57 7.73 0.1204
H -1.62 -7.21 -3.35 0.1266
H 5.21 2.79 -2.80 0.0719
H -5.47 -0.07 6.75 0.1325
H -4.49 -0.16 -2.02 0.1044
H 0.84 4.74 -1.63 0.0782
C 2.78 2.38 5.59 -0.1998
H -2.95 -5.50 2.77 0.0992
C 3.73 3.72 -5.79 -0.1754
H 2.01 1.80 -8.93 0.0757
C 3.34 -2.67 -4.67 -0.1243
H 0.34 -1.67 -4.84 0.1039
O -5.21 -9.35 2.83 -0.2065
H -4.53 -3.68 0.44 0.0762
H -3.16 -0.51 2.95 0.1214
H 3.66 -3.48 -4.01 0.0804
O -2.98 1.71 -4.22 -0.1846
C 1.46 -4.37 2.28 -0.1354
C 5.37 1.54 0.12 -0.0452
H 3.54 -1.83 -3.99 0.0823
C -2.51 4.02 5.58 -0.0798
H 2.22 4.19 6.78 0.0966
C 7.67 2.17 -5.93 -0.0552
H -4.30 -5.06 7.65 0.0929
C -1.42 -6.15 -3.17 -0.2007
H 0.44 5.01 1.27 0.1167
C 1.29 -1.47 -5.33 -0.2276
H -2.00 4.45 2.53 0.1107
H 7.67 -0.02 -4.01 0.1190
H 7.39 3.37 -3.58 0.0858
H -4.47 -1.53 6.58 0.1052
H 0.23 -1.29 6.12 0.0872
C -0.19 -5.66 -0.54 -0.2582
C 3.48 1.92 3.27 -0.1990
H 8.60 1.16 -2.04 0.1149
H 2.50 1.45 3.17 0.0921
C 0.19 -0.94 -1.15 -0.1821
N 4.38 2.88 -4.78 -0.0638
H -1.90 -1.11 -1.67 0.0738
C -1.39 0.75 7.00 -0.1536
C -4.47 -9.93 1.78 -0.1320
H -3.49 -1.68 -10.23 0.0795
H -2.07 -3.54 -4.37 0.0645
C -2.96 3.42 0.36 -0.0993
O -3.94 -2.73 -1.34 -0.2243
H 2.46 0.67 -1.00 0.0867
H 5.25 2.57 -5.17 0.0487
H 1.75 3.20 -5.00 0.0977
H -1.58 -0.89 3.82 0.0941
C -0.36 0.05 -8.45 -0.2129
C -2.08 -0.46 2.94 -0.1603
C -5.34 1.09 -4.02 -0.1815
N -1.74 -0.46 0.37 -0.0404
H 9.46 3.63 -1.71 0.1162
H -3.53 -3.60 7.13 0.0732
O -0.71 -0.39 7.65 -0.2095
H -0.33 -6.15 -3.26 0.1099
H -2.76 3.01 5.26 0.0600
H -2.82 2.82 -0.54 0.0721
H -3.68 -2.45 -3.23 0.0869
H 5.12 2.71 2.22 0.1250
H 8.21 8.15 -3.06 0.0747
H -6.53 -1.72 8.05 0.1230
C 0.97 -1.36 -6.85 -0.1517
H -3.92 -9.27 1.10 0.0751
H 0.21 -6.81 1.11 0.1300
H 7.92 1.19 -6.33 0.1013
H 1.16 1.34 7.63 0.0656
H 1.77 2.01 5.40 0.0895
H 4.10 1.12 3.67 0.1173
H 0.54 -2.31 -7.17 0.1100
C 8.37 1.66 -2.98 -0.1643
H -0.38 -4.12 -4.58 0.0759
C -4.54 -2.38 -2.56 -0.1891
O 0.47 0.47 -1.32 -0.1935
C 4.09 2.42 1.99 -0.2492
H -1.63 6.51 3.97 0.1220
H -1.44 -2.35 -0.49 0.0966
O 1.91 2.36 -6.94 -0.2352
H -0.04 6.54 1.67 0.1295
H 7.34 5.56 -1.95 0.1218
H -1.49 2.24 -2.82 0.0870
H -3.64 -1.86 10.98 0.0862
H 5.07 4.34 -3.61 0.1048
H -6.03 -0.87 -2.39 0.1060
C -5.59 -1.30 8.39 -0.2626
H 1.85 -4.92 3.14 0.0899
H -6.74 -8.06 3.30 0.1168
H 6.82 7.47 -3.58 0.0866
H 8.67 2.53 -5.68 0.0773
C -1.61 5.01 1.68 -0.2218
C -1.31 -1.31 -0.78 -0.1642
H 2.26 -4.06 1.60 0.0901
H -6.75 -8.43 1.59 0.1100
O 2.00 -2.60 -4.97 -0.1923
H 7.25 3.05 -6.42 0.1035
C -4.56 -1.52 10.52 -0.0857
H 5.50 0.83 -0.69 0.0761
H -2.34 5.82 1.64 0.1255
C 3.20 3.66 -2.52 -0.1355
H -0.57 -1.82 -9.42 0.1152
O 8.57 6.25 -3.47 -0.2035
H -4.57 -0.43 10.45 0.0834
H 1.26 3.35 -8.62 0.0866
H -2.64 -5.79 5.39 0.1255
H 1.59 2.04 -0.43 0.0727
N 7.86 3.05 -2.74 -0.0608
H 0.87 -1.56 -0.56 0.1101
O -1.71 0.89 3.30 -0.2228
C 2.06 2.69 -8.30 -0.1240
H 3.35 1.48 5.81 0.1178
H -5.80 -3.05 -0.53 0.0881
C -4.81 -0.76 7.27 -0.2690
H 5.53 2.54 -0.28 0.0677
H -2.13 0.64 -2.65 0.0629
H 6.29 1.51 0.71 0.0754
H -4.48 -4.70 3.06 0.1073
N 3.43 2.92 4.39 -0.0685
H -4.43 3.05 -3.96 0.1189
H -0.40 -1.21 1.79 0.0961
H 0.52 5.44 5.84 0.1093
H 1.13 1.85 9.33 0.0944
H -1.35 0.46 0.21 0.0823
```

Output
Total charge ... 0
E_HOMO ... -8.07 eV
Frontier orbital gap ... 8.450 eV
LUMO ... 0.4 eV
Structure (SMILES) ... COCCNCCOC.COCCNCCOC.COCCNCCOC.COCCNCCOC.COCCNCCOC.COCCNCCOC.COCCNCCOC.COCCNCCOC.COCCNCCOC.COCCNCCOC
M ... 1331.91 g/mol

***

Q is preferred energetically. Next in line: 64.1 kJ/mol higher.